Entry 1:
This record from the Open Molecules 2025 dataset describes a 2-piece molecular cluster, C6H12O overall. The level of theory is ωB97M-V/def2-TZVPD.

Last column: Löwdin charge in e.
CARTESIAN COORDINATES (ANGSTROEM)
C: -0.0729 -1.6425 1.1560  0.009
C: 0.0428 -0.4105 0.6868  -0.157
C: -0.1719 -0.1499 -0.7668  -0.357
C: 0.7488 -0.4414 -1.6720  0.057
C: -1.4742 0.5468 -1.0553  -0.224
C: -1.5507 2.0825 -0.8751  -0.080
H: -0.1611 -1.9632 2.1885  0.058
H: -0.0636 -2.5582 0.5549  0.073
H: 0.0129 0.4158 1.3838  0.108
H: 1.7079 -0.8408 -1.3744  0.063
H: 0.5780 -0.2699 -2.7296  0.066
H: -1.8294 0.2541 -2.0516  0.109
H: -2.2312 0.0864 -0.4164  0.104
H: -0.6086 2.4336 -0.4725  0.069
H: -2.3398 2.3274 -0.1671  0.065
H: -1.8127 2.5239 -1.8321  0.066
O: 3.1390 -0.9038 2.8636  -0.061
H: 2.3052 -0.7013 2.4237  -0.001
H: 3.7814 -0.7891 2.1556  0.034

The SMILES is C=CC(=C)CC.O. The total energy comes out at -310.9900 Eh. The calculation puts the LUMO energy at 0.90 eV. For the energy above the lowest of the compared OMol25 structures with the same formula, charge and spin, the calculation gives 1.8851 eV.

***

Entry 2:
This record from the Open Molecules 2025 dataset describes an isolated ion of composition C4H9O2 and charge -1. The level of theory is ωB97M-V/def2-TZVPD.

Last column: Löwdin charge in e.
CARTESIAN COORDINATES (ANGSTROEM)
O: 1.5716 -1.0431 0.9852  -0.341
C: 0.2843 -1.2372 1.2528  -0.601
C: -0.5560 0.0673 1.3252  -0.230
C: -0.2607 0.9533 0.1153  -0.235
C: -0.4816 0.2057 -1.1657  -0.284
O: -0.4519 1.0348 -2.3542  -0.108
H: -0.2240 -1.9584 0.5680  0.064
H: 0.0698 -1.8028 2.2441  0.075
H: -0.3111 0.5916 2.2511  0.087
H: -1.6113 -0.2274 1.3945  0.088
H: 0.7702 1.3050 0.1714  0.103
H: -0.9403 1.8181 0.1265  0.100
H: 0.2524 -0.6001 -1.2347  0.107
H: -1.4782 -0.2362 -1.2273  0.114
H: 0.4165 1.4421 -2.3726  0.062

As for the total charge: -1. The SMILES is [O-]CCCCO. The total energy comes out at -308.2632 Eh. The calculation puts the LUMO energy at 3.86 eV. For the energy above the lowest of the compared OMol25 structures with the same formula, charge and spin, the calculation gives 2.2228 eV.

***

Entry 3:
This record from the Open Molecules 2025 dataset describes a 9-piece molecular cluster, C16H42BClN9O20S overall. The level of theory is ωB97M-V/def2-TZVPD.

Last column: Löwdin charge in e.
CARTESIAN COORDINATES (ANGSTROEM)
C: 2.1385 -0.2677 0.9542  -0.082
C: 0.8560 -0.9450 1.4762  -0.268
N: 0.8948 -2.4045 1.3064  0.002
C: -0.0956 -2.9166 0.3410  -0.388
C: -1.4919 -3.3386 0.9021  -0.218
O: -2.3511 -3.1226 -0.1763  -0.060
B: -1.8214 -1.7882 -0.6324  -0.702
C: -2.4990 -1.1465 -1.9512  -0.083
C: -3.6085 -0.0852 -1.7435  -0.212
C: -3.3445 0.9152 -0.6146  -0.227
C: -3.9012 0.5892 0.7510  -0.297
S: -5.6654 0.3719 0.8253  0.329
O: -6.3199 0.8775 -0.3301  -0.332
O: -6.1204 0.8704 2.0858  -0.381
Cl: -5.8861 -1.6506 0.8944  0.414
O: -0.3387 -2.1165 -0.7710  -0.023
H: 1.8738 0.3789 0.1242  0.026
H: 2.6185 0.3262 1.7231  0.054
H: 2.8059 -1.0431 0.5990  0.050
H: 0.0066 -0.4899 0.9934  0.067
H: 0.7556 -0.7185 2.5352  0.086
H: 0.7748 -2.8474 2.2058  0.091
H: 0.3303 -3.8575 -0.0415  0.129
H: -1.8087 -2.7454 1.7735  0.103
H: -1.4900 -4.3742 1.2504  0.107
H: -1.8529 -1.0718 0.3853  0.102
H: -2.9403 -1.9767 -2.5074  0.093
H: -1.7277 -0.7150 -2.5898  0.085
H: -3.6621 0.5089 -2.6536  0.064
H: -4.5816 -0.5579 -1.6656  0.085
H: -3.7963 1.8692 -0.8953  0.108
H: -2.2793 1.0990 -0.5243  0.096
H: -3.7287 1.3915 1.4591  0.083
H: -3.4391 -0.3040 1.1619  0.073
C: -4.5121 2.4366 -5.6879  0.042
N: -3.3555 1.9535 -4.8906  -0.443
O: -2.7000 2.7648 -4.2705  0.071
O: -3.1523 0.7585 -4.9214  0.053
H: -4.5873 3.5127 -5.5888  0.093
H: -4.3294 2.1455 -6.7160  0.088
H: -5.3974 1.9400 -5.3052  0.100
C: -0.9566 2.5340 4.2855  0.044
N: -0.4135 1.7994 3.1144  -0.422
O: 0.7806 1.6357 2.9968  0.073
O: -1.2451 1.3939 2.3280  0.067
H: -0.1407 2.8512 4.9235  0.098
H: -1.4981 3.3857 3.8914  0.065
H: -1.6235 1.8555 4.8079  0.104
C: 4.0475 -0.9131 -2.9554  0.049
N: 4.4882 -0.7238 -1.5538  -0.427
O: 4.9869 -1.6678 -0.9655  0.038
O: 4.3113 0.3731 -1.0742  0.061
H: 4.2876 -1.9228 -3.2670  0.093
H: 2.9727 -0.7485 -2.9419  0.072
H: 4.5645 -0.1740 -3.5594  0.102
C: 6.3958 -2.0174 1.7691  0.046
N: 7.6142 -2.4408 2.5124  -0.446
O: 8.1824 -1.6163 3.2057  0.041
O: 7.9767 -3.5903 2.3815  0.060
H: 6.2049 -0.9743 1.9860  0.098
H: 6.5833 -2.1677 0.7130  0.079
H: 5.5748 -2.6451 2.1012  0.109
C: 0.3288 2.2280 -1.4669  0.067
N: 1.3546 1.5637 -2.3114  -0.424
O: 2.1389 2.2553 -2.9348  0.056
O: 1.3360 0.3547 -2.3060  0.058
H: 0.4555 3.2999 -1.5562  0.095
H: -0.6431 1.9099 -1.8272  0.089
H: 0.4900 1.8871 -0.4470  0.089
C: -4.5616 -1.4996 -7.0768  0.055
N: -5.5274 -0.7147 -7.8998  -0.444
O: -6.0173 0.2781 -7.3981  0.047
O: -5.7618 -1.1170 -9.0188  0.061
H: -4.4535 -1.0154 -6.1134  0.077
H: -4.9645 -2.5024 -6.9769  0.102
H: -3.6195 -1.5170 -7.6154  0.104
C: 11.0557 -1.5932 5.1163  0.044
N: 11.4589 -1.3824 6.5343  -0.457
O: 11.9499 -2.3175 7.1330  0.057
O: 11.2693 -0.2787 7.0013  0.056
H: 11.2854 -2.6153 4.8437  0.095
H: 9.9905 -1.4002 5.0392  0.082
H: 11.6169 -0.8867 4.5133  0.100
C: -5.2453 3.5210 4.4051  0.062
N: -3.8988 4.1573 4.4063  -0.446
O: -3.2556 4.1577 5.4396  0.048
O: -3.5141 4.6292 3.3578  0.064
H: -5.4436 3.1440 5.4005  0.095
H: -5.9615 4.2838 4.1176  0.103
H: -5.2265 2.7182 3.6713  0.083

As for the total charge: -1. The total energy comes out at -3515.0032 Eh. The calculation puts the LUMO energy at 1.50 eV. For the energy above the lowest of the compared OMol25 structures with the same formula, charge and spin, the calculation gives 0.0000 eV.

***

Entry 4:
This record from the Open Molecules 2025 dataset describes a 2-piece molecular cluster, C6H13N2 overall. The level of theory is ωB97M-V/def2-TZVPD.

Last column: Löwdin charge in e.
CARTESIAN COORDINATES (ANGSTROEM)
C: 2.0276 0.7328 0.6399  0.129
C: 0.2782 -1.4225 -1.8821  0.083
C: 0.7766 0.4609 0.6708  -0.090
C: -1.5310 0.8801 0.9306  -0.014
C: -0.5050 -1.0095 2.2382  0.047
C: 0.1215 1.0106 -2.2231  -0.061
N: -0.3054 0.1967 1.3185  -0.144
N: 0.1104 -0.2045 -1.4446  -0.108
H: 2.6118 0.5352 -0.2196  0.079
H: 2.4959 1.3135 1.4736  0.130
H: 0.5721 -1.6523 -2.8298  0.060
H: 0.1789 -2.1944 -1.1810  0.067
H: -1.8438 0.3796 -0.0484  0.113
H: -2.2378 0.7421 1.8033  0.128
H: -1.4345 1.8628 0.5962  0.074
H: -1.1150 -1.7785 1.7073  0.123
H: 0.4151 -1.4064 2.4347  0.057
H: -0.8323 -0.7564 3.2357  0.103
H: 0.1241 0.7278 -3.2343  0.082
H: 0.9218 1.5575 -1.8737  0.060
H: -0.8154 1.4186 -1.9120  0.082

As for the total charge: +1. The total energy comes out at -345.5434 Eh. The calculation puts the LUMO energy at -3.84 eV. For the energy above the lowest of the compared OMol25 structures with the same formula, charge and spin, the calculation gives 4.1540 eV.

***

| no. | frontier orbital gap (Eh) |
| --- | --- |
| 1 | 0.3832 |
| 2 | 0.2265 |
| 3 | 0.2303 |
| 4 | 0.3626 |